Below is a structure of composition C14H29N2O7PS2Sn, with properties calculated with ωB97M-V with the def2-TZVPD basis set.

The geometry in XYZ format:
```
56
Properties=species:S:1:pos:R:3
Sn 1.4476 1.5127 0.0392
S 0.4106 -2.3841 -0.3122
S 1.4684 2.8762 1.8791
P 0.7932 -0.8964 0.9209
O 3.8282 -0.3948 -0.1108
O -1.4742 1.7919 -3.9524
O 1.8815 -1.4857 1.9788
O 4.3143 1.4684 -1.2539
O -1.3624 1.2686 -0.5440
O -0.4767 -0.5748 1.8984
O -2.7224 -0.1708 -2.5212
N -3.2899 1.2756 0.6163
N 0.5792 0.9213 -3.5640
C -1.0470 -1.6400 2.6658
C 5.0993 -0.9247 -0.4911
C -2.4381 -1.9700 2.1703
C 2.3992 -0.6028 2.9877
C -4.6893 0.9170 0.7254
C 2.5319 -1.3793 4.2789
C -2.8363 2.4069 1.4103
C 3.5397 0.8579 -0.5577
C -1.4365 -0.4242 -3.0582
C 1.4784 -0.1825 -3.2761
C -2.4588 0.7715 -0.3268
C -2.8499 -0.4598 -1.1449
C 1.2193 2.1092 -4.0928
C -0.7845 0.8715 -3.5503
H 0.5260 2.9413 -4.0249
H 1.5079 1.9660 -5.1409
H 0.9857 -0.9879 -2.7425
H 2.1149 2.3310 -3.5109
H 5.2125 -1.8507 0.0666
H 1.7475 0.2647 3.1128
H -1.5461 -1.0864 -3.9240
H -0.4041 -2.5218 2.6228
H -5.0351 1.1849 1.7238
H 3.3693 -0.2349 2.6454
H -3.3047 3.3358 1.0715
H 2.2907 0.1654 -2.6363
H 5.1248 -1.1276 -1.5628
H -3.8475 -0.8563 -0.9721
H -2.3918 -2.3299 1.1418
H 3.1711 -2.2523 4.1385
H -3.0768 -1.0868 2.2113
H -2.1220 -1.2153 -0.8262
H -3.0978 2.2390 2.4569
H -0.8183 -0.9190 -2.3120
H -2.8778 -2.7539 2.7921
H 1.9134 -0.5736 -4.2029
H -1.0809 -1.2918 3.7018
H -5.3106 1.4476 -0.0030
H 2.9691 -0.7463 5.0535
H 5.8977 -0.2242 -0.2487
H -4.8402 -0.1527 0.6045
H -1.7568 2.4992 1.3266
H 1.5547 -1.7222 4.6227
```

Results
Total charge: -1
Lowest unoccupied orbital energy (alpha / beta) (eV): 2.69 / 2.08
Frontier orbital gap (alpha / beta) (eV): 6.50 / 6.55
Expectation value of S²: 0.759
Spin multiplicity: 2